# 1
113
Properties=species:S:1:pos:R:3:forces:R:3:lowdin_charge:R:1 method="wB97M-V/def2-TZVPD" total_energy_ev=-125939.6203 mol_weight_g_mol=1121.3 orbital_gap_ev=3.0
Hf 3.440104 0.352417 -3.109911 -7.60 -2.03 4.60 2.29
P 3.530557 4.288322 0.843164 -0.50 0.13 0.53 0.19
F 2.609996 4.764647 -0.455518 0.59 0.45 -0.54 -0.21
F 3.538503 2.812376 0.155966 -0.34 -0.76 -0.23 -0.19
F 4.903151 4.587194 0.023722 -0.37 0.26 -0.06 -0.17
F 4.344514 3.680081 2.071963 -0.36 0.39 0.05 -0.12
F 3.541574 5.776631 1.445658 -0.12 -0.50 -0.25 -0.14
F 2.064645 3.970108 1.532298 1.04 -0.09 0.26 -0.18
F 4.722191 -0.432660 0.707186 -0.24 -1.01 -2.50 -0.48
C -0.807356 0.667159 -5.378395 1.04 -0.67 -0.26 -0.65
F -1.911343 0.071135 -5.781318 0.03 0.17 0.02 0.18
F -0.187906 1.224509 -6.440026 -0.21 -0.03 0.29 0.12
F -1.085198 1.611925 -4.500785 -0.14 0.28 0.19 0.16
S 0.289931 -0.666650 -4.629072 -0.93 -1.63 -0.36 0.57
O -0.504422 -1.208673 -3.578109 0.10 0.49 0.49 -0.23
O 0.595364 -1.571253 -5.701175 0.44 0.79 -0.09 -0.25
O 1.515678 0.054772 -4.118780 1.90 1.11 0.04 -0.46
C -0.374196 1.086947 -0.271661 1.34 0.21 -0.34 -0.62
F -1.402009 0.661014 0.425433 0.23 -0.25 -0.50 0.18
F -0.689850 1.285697 -1.556546 -0.88 -0.08 -0.12 0.12
F 0.039329 2.243816 0.224558 0.02 0.00 0.13 0.16
S 1.091889 -0.114819 -0.302747 0.90 -2.33 2.85 0.61
O 1.868483 0.163920 -1.567737 1.54 1.39 -2.45 -0.43
O 1.882689 0.086076 0.873721 -1.07 0.75 -1.67 -0.22
O 0.540953 -1.438164 -0.450649 -0.60 0.45 -0.34 -0.27
C 2.081307 2.314460 5.069969 0.85 -0.49 0.76 -0.07
C 1.925613 0.919975 4.431630 -1.23 0.86 -0.27 -0.40
C 0.510292 0.916336 3.820817 0.97 -0.30 1.01 -0.20
O 0.288951 -0.387500 3.304696 -0.38 0.29 -0.37 -0.23
C -1.059213 -0.728157 3.100304 -0.45 0.79 0.85 -0.09
N 2.953541 0.640607 3.390505 -1.61 1.47 0.25 0.09
H 1.211264 2.672598 5.625173 -0.22 -0.20 -0.18 0.07
H 2.388594 3.092184 4.371101 -0.06 -0.09 -0.18 0.07
H 2.860541 2.205204 5.829732 0.18 0.35 -0.12 0.08
H 1.899047 0.186077 5.241549 0.32 -0.23 -0.16 0.13
H 0.468793 1.741760 3.098879 -0.27 -0.33 -0.49 0.13
H -0.180889 1.156223 4.638553 -0.33 -0.26 -0.12 0.12
H -1.609962 0.091421 2.634577 0.08 -0.22 -0.54 0.06
H -1.583567 -0.812018 4.061893 0.13 -0.45 0.11 0.09
H -1.108373 -1.665519 2.551033 -0.08 0.08 -0.10 0.08
H 3.199005 1.606463 3.166850 1.06 -0.11 -0.07 0.05
H 2.358905 0.516931 2.558822 0.99 -0.92 0.46 0.01
C 0.730896 4.039830 -2.537951 0.67 0.25 0.70 -0.02
C 1.462753 2.791530 -3.072467 -1.28 1.07 -0.14 -0.41
C 1.777957 3.108306 -4.510574 0.65 0.18 0.89 -0.18
O 2.739289 2.180385 -5.016372 0.66 -0.97 -0.55 -0.30
C 3.024492 2.388436 -6.415475 -0.67 -0.55 -0.29 -0.04
N 2.747410 2.495311 -2.371221 0.20 0.98 -0.41 -0.01
H 0.444663 3.911579 -1.494371 0.26 -0.01 0.02 0.08
H -0.203376 4.274194 -3.047727 0.15 -0.31 -0.46 0.10
H 1.403553 4.897802 -2.594129 -0.20 0.14 0.10 0.09
H 0.731670 2.019992 -2.871081 0.59 -0.59 -0.55 0.09
H 2.349182 4.043431 -4.486270 -0.56 0.38 -0.25 0.14
H 0.847349 3.195226 -5.068420 0.28 -0.21 -0.47 0.14
H 3.805492 1.689524 -6.702744 0.41 0.43 0.09 0.09
H 3.195909 3.438014 -6.652323 0.63 0.00 0.34 0.10
H 2.179545 2.115061 -7.053524 -0.31 -0.16 0.41 0.09
H 3.332496 3.324982 -2.547428 0.40 -0.28 -0.48 0.13
H 2.561928 2.807332 -1.398191 0.42 -1.41 0.70 0.08
C -2.431331 -2.921508 -0.342431 -2.08 0.07 -0.17 -0.06
C -1.976049 -4.383919 -0.279134 1.02 1.75 1.23 -0.42
C -2.762099 -5.295381 -1.185463 0.38 -0.18 -0.46 -0.22
O -4.063526 -5.444430 -0.683047 -0.14 0.17 0.62 -0.19
C -4.969502 -6.140578 -1.507128 0.32 0.81 -0.47 -0.10
N -0.523742 -4.376421 -0.511804 0.12 -1.16 -0.96 0.04
H -2.084183 -2.312276 0.490490 0.19 -0.20 0.07 0.05
H -3.528846 -2.924241 -0.307243 -0.03 0.13 0.37 0.08
H -2.246990 -2.349989 -1.256351 0.65 -0.48 -0.20 0.08
H -2.071731 -4.672926 0.770993 -0.44 -0.36 -0.11 0.14
H -2.289973 -6.276601 -1.312573 0.20 -0.01 0.19 0.13
H -2.744982 -4.814640 -2.176657 -0.35 -0.08 -0.17 0.13
H -4.854450 -5.725608 -2.515385 -0.19 -0.39 -0.23 0.09
H -5.975827 -5.891458 -1.175792 0.03 -0.16 0.17 0.09
H -4.820229 -7.222902 -1.509799 0.11 -0.02 0.02 0.09
H -0.409101 -4.290848 -1.519712 0.26 0.11 0.01 0.06
H -0.136929 -3.523576 -0.127425 -0.06 0.05 0.03 0.02
C -3.533890 2.459214 2.587056 -0.85 -1.12 -0.05 -0.06
C -4.629715 2.401448 3.669104 0.43 -0.13 -0.85 -0.41
C -6.025242 2.248972 3.047346 -0.60 0.22 0.04 -0.21
O -6.534308 3.387765 2.372387 0.29 0.21 0.12 -0.17
C -7.868788 3.237268 1.956972 -0.95 0.71 0.03 -0.13
N -4.427820 1.144714 4.397571 -0.06 -0.05 0.00 0.02
H -3.829744 2.999993 1.688732 0.22 0.59 0.30 0.08
H -3.503364 1.411343 2.273954 0.44 0.03 -0.18 0.06
H -2.570507 2.729792 3.014603 0.04 0.24 -0.27 0.07
H -4.462360 3.258862 4.327138 -0.86 0.24 -0.06 0.14
H -6.742232 1.994370 3.839499 0.07 -0.04 0.16 0.12
H -6.054927 1.416897 2.334455 0.46 -0.24 0.16 0.13
H -8.479654 2.575800 2.578703 0.39 -0.34 0.11 0.08
H -8.027994 2.968027 0.908913 0.57 -0.42 -0.05 0.08
H -8.389537 4.194909 2.045711 0.34 0.22 0.10 0.08
H -5.264160 0.890827 4.907689 0.16 0.04 0.30 0.06
H -3.647657 1.231990 5.035122 -0.08 -0.14 0.12 0.07
C 2.568905 -2.785128 -2.665957 -1.74 -0.33 0.97 -0.18
C 3.472188 -2.639348 -1.489183 1.02 -0.18 0.05 -0.18
O 3.997425 -1.307992 -1.471173 -0.29 1.21 -3.44 -0.22
O 2.989410 -1.982999 -3.779556 1.20 0.46 -0.40 -0.15
H 1.575032 -2.427806 -2.381692 0.11 0.42 -0.13 0.10
H 2.360980 -3.828046 -2.906809 0.57 0.00 -0.49 0.15
H 4.348450 -3.292575 -1.504136 -0.14 -0.19 -0.11 0.14
H 2.906713 -2.847142 -0.579420 0.01 0.25 0.09 0.13
H 4.377299 -1.084701 -0.534334 0.94 1.95 3.35 0.01
H 3.400117 -2.533774 -4.456836 -0.01 0.07 -0.06 0.14
C 3.203574 -4.409359 2.264843 -0.61 0.84 -0.21 -0.24
C 1.938103 -3.669700 2.660189 -0.78 0.75 0.81 -0.25
O 2.195937 -2.289445 2.845989 0.40 -0.49 -0.23 -0.07
O 4.269006 -4.028936 3.118388 0.05 -0.45 -0.21 -0.04
H 3.391633 -4.095021 1.234064 0.60 -0.18 -0.01 0.09
H 3.033258 -5.487120 2.303817 -0.09 -0.01 -0.18 0.12
H 1.572164 -4.102494 3.602655 -0.10 -0.08 0.03 0.11
H 1.127164 -3.726011 1.923905 0.20 -0.77 -0.22 0.10
H 1.367417 -1.782242 2.832205 0.42 -0.05 0.15 0.04
H 4.494311 -4.809529 3.629536 0.14 0.13 0.12 0.08

***

# 2
108
Properties=species:S:1:pos:R:3:forces:R:3:lowdin_charge:R:1 method="wB97M-V/def2-TZVPD" e_above_lowest_kcal_mol=25.1 total_energy_ev=-221012.7802 multiplicity=3 mol_weight_g_mol=977.2 charge=+1 orbital_gap_ev="8.8 / 5.5"
Cu -2.288597 -3.073501 1.505425 0.43 -0.49 0.90 0.82
Cu 0.665726 -3.142224 3.412894 -0.74 0.80 -1.14 0.56
C 1.002540 -0.068465 1.010078 -0.07 0.09 0.72 -0.05
C -0.208303 -0.949127 0.775969 -1.53 0.60 -0.06 -0.39
O -0.481880 -1.877006 1.797168 -1.45 -1.69 0.11 -0.33
H 0.794830 0.614041 1.839405 -0.08 -0.27 0.25 0.06
H 1.208572 0.627288 0.196540 0.21 -0.56 -0.42 0.05
H 1.871610 -0.647812 1.325099 0.17 0.07 -0.35 0.08
H -0.298521 -1.413024 -0.216197 0.81 -0.20 -0.12 0.09
H -1.068287 -0.259987 0.745032 -0.04 0.18 -0.05 0.08
O -3.860091 -4.386142 1.942677 2.33 1.36 0.24 -0.25
C -3.418823 -5.433383 2.761408 0.05 0.52 -0.07 -0.30
C -2.131157 -5.179443 3.617684 -0.18 -0.57 -0.85 -0.23
O -1.169416 -4.359277 3.077288 -0.74 0.64 -0.40 -0.07
H -3.326343 -6.327470 2.135351 0.60 -0.22 0.09 0.12
H -4.192073 -5.712699 3.486452 -0.22 0.18 0.05 0.12
H -1.643030 -6.123022 3.902778 0.06 -0.20 -0.03 0.15
H -2.394513 -4.797071 4.616287 -0.12 0.44 0.11 0.16
O 2.534245 1.318397 -1.975662 -0.15 -0.71 -0.86 -0.29
S 2.220993 0.561783 -3.167294 -0.39 1.14 -1.67 0.66
O 2.161919 -0.877332 -3.147471 -0.26 0.60 0.37 -0.30
O 0.778405 1.113310 -3.770461 1.10 -1.13 0.41 -0.27
C 0.165791 2.272040 -3.207296 0.08 1.87 0.27 -0.25
C 0.895060 3.587865 -3.608437 0.30 -1.04 -0.14 -0.05
C 3.283165 0.968571 -4.640514 -1.43 -0.51 1.06 -0.07
H 0.067416 2.186347 -2.123649 0.45 -0.14 0.07 0.09
H -0.872981 2.342543 -3.529354 0.15 -0.53 -0.50 0.09
H 0.772207 3.838897 -4.662493 -0.55 -0.01 0.05 0.08
H 1.977635 3.482643 -3.520645 -0.01 0.04 0.54 0.05
H 0.577546 4.412148 -2.975985 -0.10 0.09 -0.14 0.07
H 4.257043 0.539375 -4.428097 0.20 0.49 -0.02 0.07
H 3.171126 2.025335 -4.862929 0.59 0.10 0.33 0.06
H 2.817674 0.431780 -5.466018 -0.03 -0.19 0.16 0.07
O 3.610023 4.791932 -1.679708 -0.56 -0.29 0.37 -0.29
S 3.322866 4.323070 -0.351184 0.53 -0.25 0.47 0.61
O 4.147832 3.315514 0.244998 -0.30 0.45 -0.06 -0.27
O 3.411226 5.601527 0.653475 -0.36 -0.79 -0.91 -0.26
C 2.915508 6.849115 0.137787 -0.14 1.39 0.65 -0.28
C 3.692157 7.999645 0.786168 -0.07 -0.06 -0.54 -0.06
C 1.601739 3.794057 -0.111455 0.52 1.41 0.22 -0.09
H 1.868631 7.023146 0.404645 -0.15 -0.60 0.08 0.12
H 2.965082 6.912416 -0.946811 0.39 -0.31 0.02 0.11
H 3.397324 8.233422 1.807652 -0.01 -0.40 0.08 0.08
H 3.460945 8.896527 0.208160 0.17 0.03 -0.05 0.08
H 4.763036 7.808789 0.741482 0.01 0.08 0.00 0.08
H 1.361525 4.326331 0.809711 -0.21 -0.39 0.17 0.07
H 1.525186 2.720155 -0.001890 0.18 0.02 -0.22 0.03
H 0.979833 4.235137 -0.883301 0.01 -0.29 -0.21 0.05
O -4.806435 3.331075 -2.223470 0.36 -0.70 -0.75 -0.28
S -4.057132 2.365791 -2.991725 -0.02 -0.29 0.53 0.63
O -3.361345 2.728840 -4.189880 -0.06 -0.08 0.56 -0.28
O -2.893530 1.778499 -1.992982 -0.64 -0.55 -0.41 -0.27
C -3.357529 1.434731 -0.662896 -1.12 0.97 0.74 -0.26
C -2.583628 2.198411 0.398673 0.00 0.15 0.04 -0.05
C -5.120172 0.950311 -3.409044 0.00 0.64 0.25 -0.10
H -3.406357 0.373165 -0.419246 0.65 -0.23 -0.71 0.10
H -4.400234 1.754060 -0.621257 0.00 0.05 0.23 0.11
H -2.715060 3.277606 0.312487 0.26 0.00 -0.50 0.09
H -1.530754 1.914016 0.384696 0.09 0.22 -0.02 0.06
H -2.966094 2.015825 1.404401 -0.11 -0.56 -0.13 0.06
H -5.717716 0.591764 -2.573108 0.29 0.14 0.25 0.06
H -4.553242 0.134945 -3.848511 0.21 0.19 0.01 0.06
H -5.817708 1.369648 -4.133969 0.13 0.02 -0.12 0.08
O 2.714485 -5.477089 -0.370202 -0.05 0.45 0.06 -0.26
S 2.784601 -4.220972 0.312996 1.34 1.40 -0.68 0.65
O 1.844774 -3.962372 1.377870 0.52 0.06 0.22 -0.30
O 4.295097 -3.995609 0.895407 -1.66 -0.02 0.39 -0.26
C 5.387068 -4.556496 0.154126 0.62 -1.20 -0.25 -0.27
C 5.750272 -5.967445 0.651281 -0.42 0.85 -0.60 -0.06
C 2.780764 -2.775851 -0.833277 -0.47 -0.45 0.84 -0.09
H 6.268697 -3.933830 0.298889 -0.35 0.45 0.11 0.12
H 5.142457 -4.560198 -0.909239 0.01 -0.05 0.00 0.11
H 6.085918 -5.889487 1.682850 -0.01 -0.26 0.02 0.08
H 6.550313 -6.330358 0.005769 0.11 -0.11 0.19 0.08
H 4.893322 -6.628562 0.539461 0.06 -0.07 0.19 0.07
H 1.772097 -2.561886 -1.182803 0.03 -0.49 -0.23 0.05
H 3.490728 -2.930638 -1.640202 -0.14 -0.20 -0.03 0.07
H 3.054381 -1.887610 -0.265103 0.25 -0.25 0.23 0.07
O -3.319993 -2.313200 -0.229715 1.04 0.30 0.36 -0.33
S -4.217356 -2.423461 -1.354057 -2.15 -2.29 -1.54 0.64
O -5.489306 -1.772295 -1.293364 1.03 0.56 -0.08 -0.24
O -3.507541 -2.016820 -2.746596 -0.26 0.22 1.90 -0.24
C -2.145328 -2.451441 -2.971889 1.25 -0.20 -0.59 -0.25
C -1.213903 -1.363398 -3.475771 -0.32 0.35 0.15 -0.05
C -4.594814 -4.200797 -1.661135 1.39 1.03 0.02 -0.07
H -2.188063 -3.242656 -3.719338 -0.27 -0.09 0.09 0.13
H -1.627099 -2.830993 -2.088939 -0.74 -0.28 0.32 0.11
H -0.738529 -0.824740 -2.656996 -0.11 0.03 0.04 0.06
H -1.707301 -0.622951 -4.105265 0.00 -0.16 -0.17 0.09
H -0.420760 -1.865616 -4.028466 0.04 0.17 -0.10 0.09
H -5.001302 -4.663572 -0.766131 -0.12 0.26 0.06 0.07
H -3.623962 -4.640150 -1.896220 -0.05 -0.22 0.07 0.06
H -5.223111 -4.269386 -2.544133 -0.21 0.20 0.17 0.08
O -1.073463 -0.420415 6.126550 0.72 -0.12 -0.68 -0.26
S 0.104941 0.006007 5.417519 1.46 1.09 0.57 0.65
O 0.755391 -0.855300 4.434186 -0.97 -0.20 0.16 -0.32
O -0.156660 1.475800 4.799257 0.26 -1.47 0.46 -0.25
C -1.156910 1.569934 3.758519 0.32 -0.33 -1.19 -0.28
C -2.380801 2.261550 4.258734 -0.44 0.78 0.23 -0.06
C 1.476669 0.506287 6.518606 -1.34 -0.20 -1.05 -0.08
H -1.345953 0.599440 3.287063 -0.06 -0.22 0.45 0.11
H -0.620103 2.105248 2.971886 -0.34 0.37 0.06 0.11
H -2.104294 3.277455 4.547749 -0.06 -0.08 0.33 0.09
H -2.858869 1.747105 5.091426 0.26 -0.04 0.10 0.09
H -3.164881 2.403882 3.514560 0.22 -0.28 -0.29 0.07
H 1.899251 -0.426666 6.879998 -0.16 0.12 0.44 0.07
H 1.016570 1.183925 7.231660 0.37 -0.18 0.36 0.07
H 2.207037 1.000781 5.883544 -0.10 0.10 0.00 0.07